{"formula": "C24H28Br48FN4", "method": "the ωB97M-V functional and the def2-TZVPD basis", "elements": ["H", "C", "H", "Br", "Br", "Br", "Br", "Br", "Br", "Br", "Br", "C", "H", "Br", "H", "Br", "Br", "Br", "Br", "Br", "C", "Br", "Br", "H", "H", "C", "Br", "H", "Br", "H", "C", "H", "H", "Br", "C", "H", "Br", "H", "H", "Br", "H", "C", "Br", "Br", "Br", "H", "H", "Br", "Br", "C", "C", "Br", "Br", "F", "H", "Br", "H", "C", "Br", "C", "Br", "Br", "Br", "H", "Br", "C", "C", "C", "C", "N", "N", "Br", "Br", "C", "Br", "H", "H", "Br", "C", "Br", "H", "H", "H", "Br", "Br", "Br", "C", "H", "Br", "N", "Br", "C", "Br", "H", "Br", "Br", "C", "H", "C", "H", "N", "C", "Br", "C", "C"], "xyz": [[-4.26136, 1.91228, -0.16564], [7.18035, 5.10708, -0.30024], [7.60392, -4.41997, 1.30817], [13.99627, 3.09082, -6.14005], [7.97314, 0.34046, 1.66512], [0.77301, -6.45785, -0.18562], [6.49369, 1.18661, 4.38902], [15.90005, -3.62527, 1.58350], [-12.05685, 6.32804, 2.90951], [8.40138, -4.75068, -6.75108], [-16.94437, -0.65150, -1.08045], [-13.45713, -0.83386, 1.86751], [-4.37654, 0.30384, -1.06570], [10.89485, 3.84577, -6.49847], [-13.21031, -0.49361, 0.86278], [-13.39502, 6.06429, 0.00156], [11.08845, -0.77972, -6.34227], [7.65057, -6.48829, -4.15354], [1.68141, -2.93903, 4.24515], [9.96398, -4.77125, 2.00508], [-0.80853, -5.57814, -0.88079], [8.69021, -2.58102, 0.03454], [4.35577, -0.72961, 1.22371], [-7.60956, 1.60803, 0.53143], [-5.82360, -0.46972, 0.77714], [-2.81029, -1.34099, 0.87946], [-0.08872, -2.14161, 6.80471], [-3.72024, 2.75457, 2.78374], [5.35349, -5.61735, -6.22248], [-0.45291, 3.36413, 2.25608], [-2.47451, 1.03088, 2.01807], [-0.55108, -1.64461, 3.21535], [12.09560, 1.72016, -6.96987], [-1.30243, -4.04067, 0.19583], [14.06108, -4.20261, 1.36951], [7.38336, -7.01180, -6.57020], [2.06661, -2.80722, 0.35101], [-6.38611, 2.00534, -0.80733], [1.34663, -0.73158, 5.34312], [-4.07282, 7.84787, -0.25764], [-13.92149, 4.88159, 2.12477], [-13.67216, 5.92103, 1.91616], [8.42428, -5.70482, -0.65508], [12.64034, 2.97018, -9.04913], [-10.04561, 1.87552, -1.80405], [6.91282, 2.49466, 2.31413], [13.47565, -3.69056, 2.13143], [4.47623, -6.24721, -1.10769], [7.61558, 3.64639, -1.49927], [4.52108, -4.93038, -2.53086], [12.36850, 2.75998, -7.14042], [-11.85762, -1.65357, 2.59772], [-13.98989, 0.73264, 2.88131], [-0.72494, 0.86060, 3.93221], [-3.78962, 5.70828, -1.49082], [13.33529, -3.67789, -0.35146], [-3.04404, 2.96365, 1.07918], [7.53726, 1.79627, 2.87099], [-2.28713, -6.81414, -1.09825], [1.48790, -1.73130, 5.75226], [9.11873, 2.76973, 3.42678], [-8.94081, 4.38894, -0.13221], [13.86186, -6.10637, 1.68482], [2.39800, -0.42467, -0.27527], [5.39955, -3.29473, -1.97036], [-4.13085, 5.92289, -0.47924], [-1.44276, 0.23898, 2.90320], [-17.46358, 0.84174, 0.04340], [-3.24095, 0.18163, 0.93139], [-1.84197, -1.94008, 1.70587], [-1.74003, 4.33067, 3.60792], [6.13142, 4.50397, 1.21722], [3.09017, -1.67720, 6.84119], [-6.79489, 1.15147, -0.14447], [-14.90667, -2.11100, 1.69338], [-0.55634, -5.20555, -1.87267], [6.55919, 5.80481, -0.85929], [-11.54101, 2.80214, 0.88292], [10.99425, -2.26513, -5.09799], [-5.93780, 5.23191, -0.33279], [5.11907, -5.35305, -3.33723], [-7.25872, 0.31886, -0.79325], [-11.14074, 4.03534, -1.23765], [-15.17356, 6.99511, 2.50827], [-2.91465, 5.01894, 0.73624], [10.25547, -1.72660, -3.38835], [2.51127, -0.94884, 0.67244], [-0.85184, 4.82563, 3.83481], [2.75324, -4.58885, -3.25500], [-1.26620, -1.17011, 2.61371], [8.76249, 6.07717, 0.25953], [-4.35730, 0.78503, -0.02950], [1.27668, -0.12798, 1.92500], [-3.33302, -2.00730, 0.10028], [12.70898, -3.14747, -4.89612], [-17.43593, 0.37669, 1.92669], [-1.52079, 3.46003, 2.64277], [10.30877, -2.99509, -5.52505], [8.53912, -4.37613, 0.75220], [-18.49401, 1.08575, -0.20913], [-5.67533, 0.55176, 0.67782], [-2.77184, 2.58705, 2.16226], [-16.39970, 2.42279, -0.32233], [-10.50657, 3.36882, -0.65468], [7.22070, -6.09604, -6.00419]], "lowdin_charge": [0.11, -1.59, -0.02, 0.56, 0.51, 0.55, 0.55, 0.57, 0.55, 0.61, 0.55, -1.59, 0.14, 0.55, -0.03, 0.55, 0.60, 0.58, 0.58, 0.58, -1.58, 0.50, 0.58, 0.07, 0.10, -0.02, 0.58, 0.15, 0.60, 0.13, 0.03, 0.08, -0.12, 0.64, -1.63, -0.02, 0.54, 0.07, -0.05, 0.60, -0.04, -1.62, 0.54, 0.56, 0.59, -0.16, -0.03, 0.54, 0.57, -1.59, -1.63, 0.56, 0.51, 0.04, -0.02, 0.54, -0.03, -1.63, 0.59, -1.62, 0.58, 0.53, 0.55, -0.01, 0.54, -1.54, -0.15, -1.58, 0.02, -0.06, 0.08, 0.63, 0.60, -0.15, 0.54, -0.03, -0.03, 0.55, -1.61, 0.54, -0.13, 0.09, -0.04, 0.58, 0.79, 0.55, -1.53, 0.07, 0.54, -0.02, 0.58, -0.19, 0.70, 0.11, 0.58, 0.52, -0.33, -0.10, -1.57, -0.03, -0.13, -0.23, 0.55, -1.57, -1.57], "gap_ha": 0.2350, "total_charge": 1, "e_homo_ha": -0.4108}

{"formula": "C24H28Cl2IrN6S2", "method": "the ωB97M-V functional and the def2-TZVPD basis", "elements": ["H", "C", "H", "C", "C", "C", "C", "H", "H", "C", "H", "S", "H", "N", "H", "N", "N", "C", "H", "H", "H", "S", "H", "C", "H", "Cl", "C", "C", "C", "C", "H", "H", "N", "H", "H", "H", "C", "C", "C", "C", "H", "C", "H", "N", "C", "H", "C", "C", "C", "H", "N", "H", "Ir", "C", "H", "Cl", "C", "H", "H", "H", "H", "H", "C"], "xyz": [[1.04746, -1.16681, 3.34848], [-0.66966, -4.96184, -0.30456], [1.51314, -2.30224, -4.36310], [1.30154, -1.52153, -2.38566], [0.91439, -2.57434, -1.44872], [-3.46409, -0.88605, -1.86998], [1.64169, -0.36858, 2.91793], [-2.13884, 2.70842, 3.60911], [-0.00265, 6.69611, 1.91191], [-2.79912, -1.98627, -2.55009], [-1.90811, -1.08833, 1.10205], [-0.40935, 2.10880, -1.05063], [-0.13368, -2.29081, 1.72441], [0.87856, 0.71263, -2.95130], [2.56626, -0.91898, -4.02963], [0.58812, 2.94842, -3.34836], [-1.34006, 5.13091, 1.69385], [0.38893, -5.01706, -1.13107], [0.67548, -5.98276, -1.52600], [-3.58914, 0.29622, -0.12206], [-1.66321, 5.50540, 0.81866], [-3.03203, 3.19976, 1.06306], [0.13839, 3.81705, -3.11079], [0.10351, -2.93025, 0.88115], [2.94750, -2.47855, -3.34986], [5.44407, 0.82442, 3.11231], [-2.01933, -1.23536, 0.04478], [1.82401, 1.64619, 1.64793], [-1.38343, -2.46878, -0.56959], [2.98904, -0.30406, 3.23060], [1.37286, 2.42705, 1.04853], [-1.92618, -3.90554, 1.11156], [0.75858, -0.37083, -2.12700], [3.77598, 2.54971, 1.59349], [1.04015, -3.45276, 1.05395], [-0.96224, 6.38293, 3.36038], [2.12175, -1.81478, -3.59927], [3.75358, 0.74010, 2.73337], [-0.40364, 0.48713, 1.69543], [1.12194, -3.88387, -1.68605], [1.37893, 0.62549, -3.82332], [-1.14026, -3.72263, 0.38363], [3.44659, -1.04874, 3.86736], [0.07168, -2.10587, -0.36099], [-3.09928, -0.52203, -0.63365], [-0.90080, 1.45492, 1.73129], [-1.82103, -2.69174, -1.97812], [-0.44386, 5.91200, 2.52088], [3.17395, 1.72577, 1.95221], [0.86462, 2.82677, -4.30821], [-1.62936, 3.51282, 3.28957], [0.37134, 5.29358, 2.90186], [-0.17886, -0.09271, -0.31970], [1.02542, 0.58965, 2.10622], [1.79966, -4.13575, -2.49169], [-4.72091, -0.06292, -2.72641], [-1.95047, 3.99379, 2.07078], [-1.18132, -5.88772, -0.07346], [-1.35262, -3.49078, -2.53636], [-0.94992, -0.17924, 2.37156], [-1.10671, 4.04675, 3.96165], [-3.11220, -2.21884, -3.55986], [0.39323, 1.90653, -2.52444]], "lowdin_charge": [0.11, -0.01, 0.11, -0.22, -0.18, -0.68, -0.05, 0.10, 0.09, -0.07, 0.06, 0.73, 0.10, 0.02, 0.08, 0.11, -0.06, -0.06, 0.11, 0.10, 0.11, 0.56, 0.11, -0.04, 0.10, 0.67, -0.15, -0.07, -0.33, -0.10, 0.07, 0.15, -0.08, 0.11, 0.14, 0.09, 0.01, -0.68, -0.29, 0.01, 0.15, -0.13, 0.11, -0.17, -0.11, -0.01, -0.01, -0.08, -0.10, 0.12, 0.11, 0.08, 1.01, -0.32, 0.12, 0.69, -0.95, 0.12, 0.11, 0.06, 0.09, 0.11, -0.75], "gap_ha": 0.2239, "total_charge": 1, "e_homo_ha": -0.3670}

{"formula": "C24H28F7N2O3Pb", "method": "the ωB97M-V functional and the def2-TZVPD basis", "elements": ["C", "F", "F", "H", "H", "H", "H", "H", "H", "C", "H", "Pb", "C", "H", "C", "C", "H", "O", "C", "C", "H", "C", "C", "H", "H", "N", "F", "H", "F", "C", "H", "O", "H", "C", "C", "N", "C", "H", "C", "H", "F", "C", "C", "C", "C", "F", "H", "H", "C", "C", "H", "H", "H", "H", "H", "F", "C", "H", "H", "C", "H", "C", "H", "O", "C"], "xyz": [[-2.70717, -0.34921, 0.74143], [1.44853, 4.76989, -2.98727], [1.30953, 3.10839, -4.94327], [2.06003, -1.37861, 2.32013], [-2.54327, -2.49271, -2.82477], [1.18333, -1.88871, -2.54787], [-2.75917, -1.42671, 0.74503], [3.13373, 3.14239, 2.22963], [0.19173, -1.17931, -3.81927], [-0.43327, -4.09871, 1.40253], [-2.52077, 3.47699, 0.73493], [1.93573, 0.32049, 0.08593], [-0.54597, -1.11851, 3.56533], [-1.61627, -1.31871, 3.56033], [-2.61197, 2.39929, 0.74313], [2.97033, 2.19069, 2.73483], [-0.81227, 3.00889, -1.66267], [1.33803, 1.37959, -1.83017], [-0.50647, 2.73169, -2.66567], [-3.86937, 0.38519, 0.82173], [-2.30597, -0.84401, -3.40977], [0.19103, -1.88551, -2.99427], [1.73903, 3.70499, -2.20317], [-0.97367, -5.65861, 0.03353], [-4.74257, 2.35329, 0.93093], [1.73053, 1.59919, 2.24773], [3.07053, 3.58809, -2.22807], [-1.06017, 1.85029, -2.97897], [1.41323, 4.07719, -0.96087], [0.99993, 2.40179, -2.62197], [0.97373, 2.26899, 2.23043], [5.25043, 1.52119, 2.98273], [-0.37067, -0.23171, 2.96733], [-1.46067, 1.65479, 0.65033], [-2.25557, -1.48411, -2.53077], [-0.27417, -0.46201, 0.68193], [-0.79807, -4.59971, 0.17003], [2.94883, 2.36289, 3.81563], [-1.42377, 0.24769, 0.66433], [2.05793, -1.84221, 4.02443], [-0.29917, 2.38279, 0.56363], [1.72803, -2.13321, 3.02893], [-3.84107, 1.77009, 0.84033], [-0.84147, -1.46721, -1.94597], [1.47063, 2.08519, -4.07557], [2.75753, 1.73869, -4.14577], [-0.60387, -0.44521, -1.64437], [1.46913, 0.81989, 2.84573], [-0.23237, -2.73861, 1.61073], [-0.40807, -1.85641, 0.53043], [-2.96997, -1.12091, -1.79467], [-1.19927, -4.12671, -1.86507], [2.21543, -3.07051, 2.76743], [-4.81597, -0.13711, 0.87153], [-0.01187, -3.16931, 3.66833], [0.78003, 1.06519, -4.60887], [-0.73417, -2.37121, -0.73997], [-0.02067, -2.87861, -3.38767], [-0.31057, -4.78611, 2.23013], [4.20153, 1.25759, 2.41763], [-0.69807, 3.55599, -3.34787], [0.20733, -2.32331, 3.00163], [-0.23177, -0.92851, 4.59163], [3.96633, 0.32469, 1.60783], [-0.93267, -3.73211, -0.89587]], "lowdin_charge": [-0.04, 0.12, 0.13, 0.02, 0.07, 0.08, 0.11, 0.12, 0.06, -0.05, 0.11, 1.56, -0.06, 0.08, -0.04, -0.16, 0.07, -0.37, 0.03, -0.11, 0.08, -0.05, -0.57, 0.09, 0.09, -0.07, 0.15, 0.09, 0.14, -0.50, 0.08, -0.01, 0.04, -0.21, -0.05, -0.11, -0.09, 0.11, -0.27, 0.08, -0.02, -0.05, -0.12, -0.37, -0.56, 0.15, 0.10, 0.06, -0.14, -0.24, 0.06, 0.10, 0.09, 0.10, 0.12, 0.13, -0.15, 0.07, 0.11, -0.73, 0.09, -0.36, 0.08, -0.23, -0.05], "gap_ha": 0.2753, "total_charge": -1, "e_homo_ha": -0.1763}

{"formula": "C24H28FNO12", "method": "the ωB97M-V functional and the def2-TZVPD basis", "elements": ["H", "C", "H", "C", "H", "O", "H", "C", "C", "O", "C", "C", "O", "H", "H", "H", "C", "O", "O", "N", "F", "O", "C", "O", "H", "H", "C", "C", "H", "H", "O", "H", "C", "C", "C", "H", "H", "H", "H", "H", "H", "H", "H", "H", "C", "H", "C", "H", "C", "O", "C", "C", "H", "C", "H", "O", "C", "H", "H", "C", "C", "C", "C", "O", "H", "O"], "xyz": [[-0.77959, 4.56390, 0.82358], [0.17374, -1.29529, -1.71899], [2.28111, -1.32066, 3.89399], [0.02876, -2.57177, 0.30126], [2.45158, 1.70990, -1.90292], [2.69660, 4.45068, -2.74758], [-2.03636, 5.78068, 1.03677], [-1.99814, -0.61151, 2.85084], [1.57091, 2.45968, -0.04538], [0.58205, -1.14151, -2.81487], [-1.06295, -2.08226, 1.18432], [-2.81328, 2.60774, 0.40420], [-2.62942, -3.81522, 0.79542], [2.45386, -1.40805, 2.13233], [-1.08742, -3.13380, -5.69661], [4.63175, -0.39919, 2.17537], [-2.31598, 3.94820, 2.20349], [-2.46166, -5.16358, -4.31592], [3.01685, 4.24782, -0.54640], [-0.22316, -2.51197, -1.12873], [0.04210, -0.25485, -0.87255], [2.47899, 2.57238, 3.51296], [-0.84489, -1.09827, 2.04872], [-1.67400, -4.85922, -2.24767], [4.97694, 1.49491, 3.62687], [-0.02083, -4.36255, -6.37680], [2.52981, 3.83042, -1.73988], [-1.85045, 4.71186, 0.96678], [-3.61546, 4.44166, -0.30353], [-4.00483, 0.12834, 2.33955], [1.09709, -2.93683, 0.69579], [0.45845, -5.24618, -4.12684], [-0.24236, -4.41026, -4.17815], [-1.49812, -4.81691, -3.43000], [2.74681, 3.27613, 0.48106], [-1.66423, -6.12167, -5.95477], [3.64310, 2.66350, 0.61404], [0.63512, 2.96143, 0.20829], [-3.24126, 4.35422, 2.61674], [0.12051, -0.62607, 2.14381], [-4.44848, -1.75954, 0.73417], [0.21559, -3.54402, -3.70705], [0.89001, 2.49936, -2.14824], [-1.57132, 3.88560, 2.99217], [2.69412, -0.82212, 3.01531], [4.11296, 0.72380, 4.96797], [1.79877, 2.51247, -1.55317], [-2.10713, 3.96866, -1.10045], [-1.95050, -5.11000, -5.65942], [2.05696, 0.47046, 2.89285], [-0.75246, -4.16681, -5.59637], [4.15436, 0.83305, 3.88265], [-1.22726, -2.60758, -1.28699], [-3.52749, -1.65696, 1.28895], [-2.75094, -4.76544, -6.30881], [-2.58335, 2.61080, 1.73782], [-2.62595, 4.00771, -0.14656], [4.72023, -1.29668, 3.69052], [1.53375, 1.45679, 0.37137], [4.18103, -0.51460, 3.16188], [2.84015, 1.43495, 3.42878], [-2.44709, -2.65072, 1.05564], [-3.29795, -0.66325, 2.14035], [-1.88485, -0.25942, 4.00113], [2.53686, 3.79506, 1.41009], [-3.11175, 1.60258, -0.17320]], "lowdin_charge": [0.10, -0.49, 0.14, -0.36, 0.13, 0.12, 0.12, -0.36, -0.15, 0.19, -0.06, -0.49, 0.15, 0.10, 0.12, 0.12, -0.14, 0.03, 0.03, 0.18, 0.12, 0.12, 0.11, 0.11, 0.13, 0.11, -0.49, -0.14, 0.13, 0.12, 0.16, 0.14, -0.07, -0.48, -0.15, 0.13, 0.13, 0.10, 0.13, 0.11, 0.13, 0.10, 0.12, 0.13, -0.14, 0.13, -0.07, 0.13, -0.15, -0.01, -0.15, -0.07, 0.14, 0.03, 0.12, 0.01, -0.07, 0.12, 0.09, -0.14, -0.49, -0.33, 0.02, 0.13, 0.11, 0.12], "gap_ha": 0.3250, "e_homo_ha": -0.3706, "smiles": "O=C1C=CC(=O)C(C(=O)NC(=O)F)=C1.O=C1CCCO1.O=C1CCCO1.O=C1CCCO1.O=C1CCCO1"}